Entry 1:
2 unconnected molecules or ions with the total composition C3H9O2. Source: OMol25; level of theory: the ωB97M-V functional and the def2-TZVPD basis.

As for the total charge: -1. For the electronic energy, the calculation gives -270.1593 Ha. The HOMO energy is -2.775 eV. The energy above the lowest of the compared OMol25 structures with the same formula, charge and spin is 16.6 kcal per mole.

XYZ file:
```
14
C3H9O2 (the ωB97M-V functional and the def2-TZVPD basis)
C 0.36 -1.07 -0.21
O 0.17 -0.70 -1.48
C 0.24 0.21 0.81
C 0.62 -0.26 2.24
H 1.39 -1.48 -0.13
H -0.46 -1.74 0.15
H -0.78 0.51 0.94
H 0.90 1.00 0.40
H -0.21 -0.30 2.98
H 1.44 0.26 2.71
H 0.76 -1.36 2.38
H -0.56 0.84 -1.58
H -1.30 2.01 -0.76
O -1.25 1.58 -1.62
```

---

Entry 2:
C18H24N2 in the gas phase. Source: OMol25; level of theory: the ωB97M-V functional and the def2-TZVPD basis.

For the electronic energy, the calculation gives -809.8013 Ha. The HOMO energy is -7.290 eV. As for the structure (SMILES): Cc1nc2ccc(N(C)C)cc2cc1C1CCCCC1. The energy above the lowest of the compared OMol25 structures with the same formula, charge and spin is 0.0 kcal per mole.

XYZ file:
```
44
C18H24N2 (the ωB97M-V functional and the def2-TZVPD basis)
C -1.98 -2.14 -2.32
C -0.98 -1.18 -1.74
N -0.44 -0.35 -2.61
C 0.39 0.61 -2.15
C 0.90 1.53 -3.08
C 1.66 2.64 -2.68
C 1.97 2.80 -1.31
N 2.74 3.86 -0.85
C 2.44 4.48 0.45
C 3.67 4.54 -1.77
C 1.57 1.80 -0.40
C 0.78 0.74 -0.80
C 0.31 -0.19 0.12
C -0.63 -1.16 -0.35
C -1.37 -2.07 0.64
C -0.45 -3.09 1.35
C -1.19 -3.94 2.37
C -2.06 -3.14 3.35
C -2.95 -2.15 2.61
C -2.11 -1.25 1.68
H -2.12 -2.02 -3.38
H -1.69 -3.18 -2.15
H -2.95 -1.98 -1.85
H 0.65 1.43 -4.11
H 2.00 3.33 -3.40
H 3.06 4.18 1.26
H 1.38 4.35 0.77
H 2.59 5.57 0.37
H 4.22 3.79 -2.40
H 4.43 5.10 -1.22
H 3.14 5.23 -2.44
H 1.88 1.82 0.64
H 0.53 -0.12 1.21
H -2.15 -2.61 0.13
H 0.35 -2.53 1.86
H 0.04 -3.77 0.65
H -1.87 -4.63 1.84
H -0.43 -4.52 2.97
H -1.43 -2.64 4.09
H -2.67 -3.78 3.93
H -3.43 -1.48 3.31
H -3.70 -2.71 2.03
H -1.38 -0.66 2.25
H -2.74 -0.51 1.16
```

---

Entry 3:
A molecular structure, C19H61N3O10. Source: OMol25; level of theory: the ωB97M-V functional and the def2-TZVPD basis.

For the electronic energy, the calculation gives -1675.9679 Ha. The HOMO energy is -7.345 eV. The energy above the lowest of the compared OMol25 structures with the same formula, charge and spin is 663.9 kcal per mole.

XYZ file:
```
93
C19H61N3O10 (the ωB97M-V functional and the def2-TZVPD basis)
C -4.41 -0.15 4.45
C -4.27 1.34 4.00
C -4.99 1.62 2.57
O -4.59 0.82 1.54
C -3.18 0.67 1.29
N -4.85 2.06 5.16
H -4.24 -0.84 3.63
H -5.40 -0.49 4.76
H -3.72 -0.40 5.26
H -3.20 1.52 3.97
H -4.89 2.63 2.18
H -6.05 1.57 2.82
H -2.92 0.15 0.37
H -2.56 0.26 2.09
H -2.71 1.65 1.20
H -4.65 1.56 6.01
H -5.85 2.07 5.09
C 1.81 3.03 -0.93
C 1.62 1.53 -1.07
C 0.17 1.09 -0.61
O 0.09 1.26 0.81
C -0.93 0.63 1.45
N 1.87 1.03 -2.40
H 1.31 3.54 -1.77
H 2.85 3.31 -0.84
H 1.20 3.42 -0.11
H 2.32 1.02 -0.40
H -0.21 0.11 -0.88
H -0.51 1.69 -1.21
H -1.04 0.83 2.52
H -0.94 -0.46 1.38
H -1.92 0.87 1.06
H 1.79 0.03 -2.46
H 2.87 1.10 -2.47
C -0.55 -2.19 0.14
C 0.29 -3.13 1.07
C 1.44 -3.80 0.30
O 2.48 -4.26 1.26
C 3.57 -4.95 0.67
N 0.89 -2.39 2.17
H -0.62 -2.61 -0.87
H -0.17 -1.22 -0.18
H -1.57 -1.96 0.44
H -0.40 -3.76 1.62
H 1.76 -3.00 -0.36
H 1.04 -4.64 -0.26
H 4.12 -4.28 0.01
H 3.22 -5.75 0.02
H 4.35 -5.34 1.32
H 1.67 -2.98 2.44
H 1.32 -1.61 1.68
C 2.22 -1.78 -2.23
O 1.64 -0.85 -1.34
H 1.82 -2.77 -2.01
H 1.67 -1.63 -3.16
H 3.29 -1.77 -2.42
H 2.15 -0.90 -0.53
C 1.93 4.04 -3.71
O 2.95 4.04 -4.78
H 1.81 5.01 -3.24
H 1.05 3.58 -4.15
H 2.28 3.53 -2.81
H 3.02 3.14 -5.11
C 3.55 0.34 -4.06
O 2.43 0.12 -4.90
H 3.40 -0.14 -3.09
H 4.42 -0.19 -4.43
H 3.76 1.41 -3.99
H 2.63 -0.04 -5.83
C -2.86 1.11 -1.40
O -3.10 1.80 -0.22
H -1.80 1.27 -1.55
H -3.23 0.08 -1.40
H -3.39 1.61 -2.21
H -2.86 2.72 -0.34
C 1.87 -0.68 1.11
O 2.81 -1.27 0.23
H 0.86 -1.07 1.00
H 2.24 -0.81 2.13
H 1.81 0.40 0.92
H 3.68 -1.12 0.62
C -0.09 -0.21 4.03
O -1.39 0.11 3.56
H 0.54 -0.47 3.18
H 0.41 0.63 4.52
H -0.11 -1.13 4.61
H -1.89 -0.70 3.41
C -0.42 -0.13 -3.69
O -0.79 0.71 -2.57
H 0.51 0.18 -4.15
H -0.38 -1.19 -3.46
H -1.12 0.01 -4.52
H -0.06 0.85 -1.96
```